# 1
Entry from the OMol25 dataset: a structure of composition C28H30FN6NaO7S at a distorted geometry (the ωB97M-V functional and the def2-TZVPD basis).

```
74
Properties=species:S:1:pos:R:3:lowdin_charge:R:1
Na -2.081 1.090 -0.513 0.4054
F 4.404 -1.580 -0.297 0.0565
C 3.215 -2.229 -0.248 -0.1911
C 2.077 -1.482 -0.382 0.0938
C 0.825 -2.087 -0.385 -0.0351
C -0.375 -1.254 -0.556 -0.2789
O -0.291 -0.037 -0.730 0.0433
C -1.616 -1.979 -0.435 -0.0138
C -1.623 -3.312 -0.254 0.0497
N -0.488 -4.091 -0.225 -0.0036
C -0.622 -5.526 -0.231 -0.2673
C -0.118 -6.290 -1.424 -0.1036
C -1.590 -6.143 -1.195 -0.0800
C 0.743 -3.482 -0.239 -0.1245
C 1.918 -4.221 -0.075 0.0514
C 3.168 -3.618 -0.084 -0.1392
N 4.309 -4.451 0.120 -0.1075
C 4.466 -5.609 -0.754 -0.1209
C 5.008 -6.766 0.111 -0.0745
N 5.701 -6.145 1.282 0.0487
C 6.561 -5.012 0.819 -0.0746
C 5.615 -3.863 0.413 -0.1296
C -2.914 -1.175 -0.397 -0.6580
O -3.599 -1.333 0.637 0.0016
O -3.107 -0.403 -1.353 -0.0100
H 2.135 -0.408 -0.504 0.1456
H -2.551 -3.843 -0.101 0.1537
H -0.529 -5.993 0.744 0.1516
H 0.340 -7.257 -1.266 0.0998
H 0.320 -5.711 -2.227 0.1131
H -2.157 -7.000 -0.864 0.1100
H -2.136 -5.481 -1.852 0.1144
H 1.844 -5.287 0.094 0.1111
H 5.154 -5.389 -1.580 0.1373
H 3.512 -5.886 -1.189 0.1233
H 5.717 -7.387 -0.432 0.1362
H 4.203 -7.392 0.491 0.1355
H 6.215 -6.834 1.826 0.1864
H 4.963 -5.724 1.854 0.1843
H 7.155 -5.370 -0.019 0.1353
H 7.237 -4.711 1.616 0.1378
H 6.052 -3.329 -0.435 0.1341
H 5.506 -3.156 1.232 0.1365
C -4.653 1.820 1.744 -0.0649
C -3.302 1.764 2.442 -0.2761
O -2.376 0.882 1.790 -0.1150
H -5.325 2.513 2.252 0.0837
H -5.106 0.830 1.723 0.0769
H -4.530 2.150 0.711 0.0522
H -3.436 1.448 3.482 0.1109
H -2.836 2.751 2.449 0.1113
H -2.857 0.044 1.630 0.0491
O -5.526 9.263 -0.164 -0.3743
S -4.609 10.355 0.095 0.3907
O -4.472 10.720 1.497 -0.3671
O -4.703 11.463 -0.833 -0.3648
C -2.950 9.630 -0.221 -0.3347
N -1.899 10.439 -0.351 0.1257
C -0.724 9.853 -0.518 -0.1237
C -0.567 8.474 -0.578 -0.0070
C -1.722 7.717 -0.445 -0.2235
N -2.900 8.307 -0.254 0.1530
C -1.763 6.235 -0.517 -0.1272
C -0.626 5.436 -0.585 -0.0071
C -0.774 4.063 -0.675 -0.1288
N -1.956 3.448 -0.709 0.0286
C -3.046 4.220 -0.640 -0.1130
C -3.004 5.596 -0.539 0.0248
H 0.131 10.516 -0.609 0.1053
H 0.408 8.032 -0.732 0.0932
H 0.365 5.868 -0.561 0.1025
H 0.096 3.416 -0.726 0.1086
H -3.999 3.704 -0.676 0.1039
H -3.901 6.199 -0.481 0.1226
```

## Properties
- HOMO level (eV) = -6.24
- frontier orbital gap (eV) = 3.86
- maximum force (hartree/bohr) = 0.042
- E_LUMO (Eh) = -0.088

# 2
Entry from the OMol25 dataset: a structure of composition C28H30N3OPtS2 at a distorted geometry (the ωB97M-V functional and the def2-TZVPD basis).

```
65
Properties=species:S:1:pos:R:3:mulliken_spin:R:1
Pt 0.484 -1.724 -1.015 1.4067
C 3.235 1.090 5.065 0.0125
C 1.952 1.429 4.251 0.0272
C 0.995 2.350 5.030 0.0075
C 2.359 2.099 2.923 -0.0015
C 1.229 0.106 3.940 0.0714
C 0.639 -0.617 4.995 0.2052
C -0.049 -1.813 4.745 -0.0234
C -0.135 -2.304 3.465 0.1303
S -1.030 -3.721 3.000 -0.0116
C -0.608 -3.315 1.333 0.1241
N 0.174 -2.226 1.169 0.1413
C 0.448 -1.602 2.390 0.1951
C 1.169 -0.405 2.636 0.0424
C -1.034 -4.018 0.169 -0.0125
C -1.796 -5.191 0.208 0.0267
C -2.188 -5.784 -0.992 0.0167
C -1.819 -5.182 -2.182 0.0956
C -1.046 -4.040 -2.226 -0.0185
C -0.639 -3.435 -1.063 0.3691
H 3.853 1.984 5.240 0.0024
H 3.870 0.381 4.513 -0.0009
H 3.023 0.652 6.054 0.0000
H 1.366 3.374 5.100 0.0025
H 0.789 1.974 6.038 -0.0003
H 0.024 2.425 4.524 0.0013
H 2.802 3.098 3.101 -0.0005
H 1.499 2.235 2.263 0.0003
H 3.083 1.513 2.361 0.0001
H 0.678 -0.227 6.017 -0.0043
H -0.507 -2.324 5.591 0.0044
H 1.635 0.114 1.779 -0.0063
H -2.090 -5.635 1.170 0.0004
H -2.749 -6.716 -1.002 0.0016
H -2.125 -5.639 -3.124 0.0025
H -0.759 -3.590 -3.182 0.0119
C -3.201 6.111 -3.775 0.0204
C -2.694 4.699 -3.523 0.1960
C -2.223 3.909 -4.574 0.1633
C -1.763 2.613 -4.362 0.0107
C -1.725 2.111 -3.072 0.2465
C -2.127 2.866 -1.985 -0.0091
C -2.660 4.133 -2.235 0.1907
S -1.227 0.407 -2.872 0.0353
C -2.912 -0.303 -2.824 0.0464
O -0.654 0.324 -1.472 0.0564
H -2.985 6.468 -4.790 -0.0021
H -2.775 6.821 -3.063 0.0226
H -4.288 6.123 -3.657 0.0467
H -2.169 4.313 -5.593 0.0028
H -1.416 2.007 -5.219 -0.0014
H -2.083 2.466 -0.963 -0.0010
H -3.097 4.693 -1.400 0.0029
H -3.506 0.177 -2.040 -0.0012
H -2.809 -1.374 -2.602 0.0021
H -3.374 -0.170 -3.805 -0.0008
N 3.433 -2.338 -1.382 -0.0035
C 4.496 -2.099 -2.199 0.0301
C 4.146 -1.035 -3.031 0.0049
C 2.837 -0.650 -2.642 0.0140
N 2.424 -1.463 -1.626 0.1106
H 3.296 -3.026 -0.651 -0.0046
H 5.390 -2.713 -2.106 0.0008
H 4.735 -0.540 -3.804 0.0010
H 2.198 0.151 -3.019 0.0002
```

## Properties
- HOMO level (spin up / spin down) (eV) = -15.80 / -16.59
- 2S+1 = 5
- frontier orbital gap (spin up / spin down) (eV) = 7.41 / 4.02
- maximum force (hartree/bohr) = 0.051
- E_LUMO (spin up / spin down) (Eh) = -0.309 / -0.462
- charge = +3

# 3
Entry from the OMol25 dataset: a structure of composition C28H30N4O7P2RuSSi (the ωB97M-V functional and the def2-TZVPD basis).

```
74
Properties=species:S:1:pos:R:3:mulliken_spin:R:1
Ru 0.000 -0.614 -0.785 2.6374
N 0.855 -4.339 -3.102 0.0401
C 0.303 -3.244 -2.496 0.0559
S 1.362 -2.403 -1.372 0.0965
N -0.942 -2.993 -2.751 0.0156
N -1.408 -1.904 -2.072 0.2545
C -2.619 -1.540 -2.347 -0.0423
C -3.183 -0.335 -1.840 0.2326
C -4.242 0.250 -2.617 -0.0938
C -4.490 1.570 -2.568 0.2730
C -3.601 2.464 -1.752 -0.0624
C -2.968 1.730 -0.615 0.4095
C -2.635 0.410 -0.713 -0.0108
O -1.816 -0.165 0.150 0.0063
H 1.858 -4.376 -3.139 0.0039
H 0.348 -4.702 -3.893 -0.0030
H -3.175 -2.106 -3.094 0.0221
H -4.771 -0.387 -3.318 -0.0047
H -5.229 2.028 -3.215 0.0082
H -4.166 3.326 -1.382 0.0063
H -2.526 2.304 0.192 0.0075
N 0.855 3.821 -3.447 0.0030
C 0.204 3.195 -2.222 0.0746
C -0.373 4.302 -1.360 0.0177
P 1.652 2.395 -1.380 0.0190
O 2.268 1.585 -2.654 0.0029
O 2.597 3.491 -1.057 0.0064
O 1.092 1.454 -0.354 0.0320
P -1.045 1.890 -2.830 0.7761
O -1.114 2.366 -4.434 -0.0300
O -2.588 3.014 -2.633 0.1436
O -0.153 0.622 -2.915 0.1405
H 1.286 4.709 -3.198 0.0002
H 0.158 3.887 -4.196 0.0021
H 1.594 3.168 -3.745 -0.0010
H 0.428 4.963 -1.022 0.0025
H -0.826 3.850 -0.479 -0.0149
H -1.154 4.859 -1.880 0.0061
H 1.586 0.918 -2.912 0.0023
H -2.001 2.744 -4.525 0.0050
C 0.411 2.688 4.305 -0.0004
C 1.595 1.973 4.232 0.0008
C 1.700 0.885 3.373 -0.0028
C 0.629 0.489 2.569 -0.0239
C -0.561 1.221 2.661 -0.0068
C -0.668 2.307 3.517 -0.0007
Si 0.765 -1.018 1.435 -0.0083
C 2.571 -1.558 1.525 -0.0052
C 3.538 -0.762 0.900 0.0116
C 4.880 -1.113 0.926 0.0018
C 5.281 -2.273 1.576 -0.0007
C 4.337 -3.077 2.197 0.0002
C 2.994 -2.720 2.169 0.0000
C -0.297 -2.369 2.223 -0.0002
C -0.737 -2.258 3.544 -0.0015
C -1.512 -3.250 4.134 0.0006
C -1.865 -4.378 3.410 -0.0004
C -1.440 -4.510 2.095 -0.0013
C -0.668 -3.516 1.510 0.0323
H 0.328 3.541 4.969 -0.0001
H 2.443 2.264 4.841 0.0000
H 2.635 0.340 3.328 -0.0003
H -1.399 0.932 2.040 0.0056
H -1.598 2.862 3.568 0.0004
H 3.228 0.145 0.390 -0.0084
H 5.612 -0.482 0.436 0.0000
H 6.329 -2.552 1.595 0.0001
H 4.646 -3.984 2.702 0.0002
H 2.261 -3.356 2.653 -0.0015
H -0.477 -1.378 4.120 -0.0008
H -1.843 -3.138 5.160 0.0000
H -2.474 -5.150 3.866 0.0001
H -1.717 -5.385 1.519 0.0002
H -0.348 -3.630 0.481 -0.0309
```

## Properties
- HOMO level (spin up / spin down) (eV) = -3.74 / -5.17
- 2S+1 = 6
- frontier orbital gap (spin up / spin down) (eV) = 6.22 / 6.47
- maximum force (hartree/bohr) = 0.006
- E_LUMO (spin up / spin down) (Eh) = 0.091 / 0.048
- charge = -1